(1)
Below is a 2-piece molecular cluster, C6H9NO2 overall in a non-equilibrium geometry, with properties calculated with ωB97M-V/def2-TZVPD.

Results
SMILES ... C=C=C(O)CC.N=C=O
HOMO-LUMO gap ... 0.342 hartree
F_max ... 4.4 eV/A
Energy relative to the best compared isomer or geometry (same formula, charge and spin) ... 319.3 kJ/mol

Positions of all 18 atoms, in Å:
C  1.130  2.427  -0.719
C  0.636  1.409  -0.022
C  0.337  0.249  0.535
O  0.810  -0.205  1.724
C  -0.850  -0.503  0.055
C  -0.773  -1.096  -1.345
H  0.817  3.410  -0.566
H  1.845  2.299  -1.461
H  1.264  0.456  2.257
H  -0.810  -1.413  0.656
H  -1.702  0.054  -0.046
H  -0.423  -0.259  -1.891
H  -1.681  -1.479  -1.633
H  0.079  -1.846  -1.420
N  3.542  -0.322  0.842
C  3.006  -0.596  -0.186
O  2.652  -1.078  -1.184
H  4.096  0.445  1.231

Atomic partial charges in e from the Löwdin method, atoms 1 to 6: 0.032, -0.024, -0.391, 0.033, -0.182, -0.084



(2)
Below is a 2-piece molecular cluster, C4H8O2 overall, with properties calculated with ωB97M-V/def2-TZVPD.

Results
HOMO-LUMO gap (alpha / beta) ... 0.304 / 0.305 hartree
F_max ... 0.7 eV/A
Energy relative to the best compared isomer or geometry (same formula, charge and spin) ... 464.0 kJ/mol

Positions of all 14 atoms, in Å:
C  -2.095  0.023  -0.429
O  -1.528  -0.152  0.728
C  -0.735  -1.111  1.095
C  1.145  -0.078  -0.731
O  1.779  -1.051  -1.069
C  1.721  1.102  0.003
H  -2.720  0.898  -0.503
H  0.074  0.041  -1.020
H  -2.062  -0.778  -1.161
H  -0.380  -1.052  2.112
H  -0.572  -1.955  0.433
H  2.750  0.901  0.305
H  1.107  1.345  0.877
H  1.700  1.976  -0.660

Atomic partial charges in e from the Löwdin method, atoms 1 to 6: -0.059, -0.160, -0.054, -0.356, 0.029, -0.046



(3)
Below is C32H72CsN10OS2SbSi3 as an isolated structure in a non-equilibrium geometry, with properties calculated with ωB97M-V/def2-TZVPD.

Results
Total charge ... -2
HOMO-LUMO gap ... 0.143 hartree
F_max ... 1.1 eV/A

Positions of all 122 atoms, in Å:
Cs  0.447  1.320  0.556
C  -4.657  -1.500  2.066
C  -4.123  -2.127  0.836
N  -4.825  -2.738  -0.069
N  -3.908  -3.078  -1.022
C  -2.656  -2.658  -0.762
S  -1.313  -2.773  -1.749
N  -2.796  -2.081  0.467
N  -1.778  -1.375  1.099
H  -5.721  -1.718  2.124
H  -4.519  -0.417  2.037
H  -4.152  -1.883  2.952
H  -4.179  -3.566  -1.855
H  -1.172  -2.011  1.615
H  -2.204  -0.743  1.769
C  3.433  -2.397  -2.839
N  3.171  -1.073  -2.299
C  2.917  -1.053  -0.872
C  2.652  -0.068  -3.075
N  1.751  0.712  -2.600
C  1.505  2.001  -3.077
C  2.538  2.891  -3.374
C  2.288  4.208  -3.732
C  0.978  4.667  -3.772
C  -0.060  3.802  -3.461
C  0.171  2.465  -3.132
N  -0.855  1.612  -2.738
C  -1.977  1.529  -3.350
N  -2.223  1.886  -4.686
C  -1.184  1.802  -5.677
C  -3.327  2.758  -5.004
N  -3.081  1.026  -2.712
C  -3.010  0.849  -1.268
C  -3.933  0.066  -3.388
N  3.185  -0.031  -4.368
C  4.612  -0.077  -4.574
C  2.417  0.487  -5.469
H  4.451  -2.718  -2.597
H  3.315  -2.390  -3.919
H  2.738  -3.123  -2.403
H  3.712  -1.600  -0.364
H  1.955  -1.519  -0.626
H  2.921  -0.025  -0.524
H  3.560  2.538  -3.285
H  3.114  4.877  -3.941
H  0.766  5.702  -4.010
H  -1.081  4.164  -3.433
H  -0.492  1.014  -5.394
H  -0.618  2.732  -5.805
H  -1.636  1.534  -6.638
H  -4.031  2.773  -4.176
H  -3.849  2.412  -5.904
H  -2.983  3.786  -5.188
H  -2.660  1.757  -0.757
H  -2.349  0.015  -1.006
H  -4.021  0.641  -0.908
H  -3.824  0.147  -4.467
H  -4.980  0.241  -3.123
H  -3.666  -0.954  -3.088
H  5.105  -0.436  -3.674
H  5.008  0.921  -4.814
H  4.864  -0.747  -5.403
H  1.360  0.394  -5.239
H  2.632  -0.107  -6.363
H  2.629  1.541  -5.687
O  1.441  -4.563  -0.885
H  0.593  -4.090  -0.940
H  1.644  -4.566  0.059
S  2.678  1.447  2.850
C  -2.552  1.727  2.924
C  -1.849  2.993  2.423
C  -1.900  4.050  3.544
C  -2.423  3.403  1.075
H  -2.018  1.224  3.736
H  -2.677  1.057  2.067
H  -3.556  1.984  3.277
H  -0.781  2.766  2.295
H  -2.944  4.306  3.754
H  -1.387  4.960  3.226
H  -1.430  3.704  4.475
H  -2.027  4.400  0.808
H  -3.518  3.525  1.185
C  -0.500  0.562  6.319
Si  1.252  -0.052  5.998
C  2.426  1.326  6.493
C  1.557  -1.472  7.200
Sb  1.442  -0.512  3.493
Si  3.366  -2.216  3.500
C  4.959  -1.341  3.020
C  3.006  -3.489  2.150
C  3.761  -3.196  5.062
Si  -0.306  -3.528  4.297
C  -0.611  -5.132  5.352
C  -2.070  -2.754  4.540
C  -0.574  -4.375  2.550
H  -0.661  0.747  7.387
H  -1.239  -0.169  5.982
H  -0.682  1.495  5.779
H  2.208  1.690  7.502
H  2.359  2.150  5.780
H  3.460  0.970  6.462
H  1.282  -1.155  8.212
H  2.608  -1.763  7.203
H  0.969  -2.350  6.927
H  4.780  -0.649  2.194
H  5.745  -2.051  2.741
H  5.315  -0.730  3.854
H  2.745  -2.985  1.218
H  2.159  -4.106  2.454
H  3.872  -4.134  1.966
H  4.245  -2.562  5.809
H  4.436  -4.024  4.823
H  2.843  -3.600  5.492
H  -0.742  -4.883  6.411
H  0.246  -5.812  5.285
H  -1.503  -5.687  5.026
H  -2.255  -2.580  5.606
H  -2.869  -3.417  4.172
H  -2.164  -1.781  4.048
H  0.082  -5.251  2.474
H  -0.321  -3.748  1.686
H  -1.603  -4.740  2.415

Atomic partial charges in e from the Löwdin method, atoms 1 to 6: 0.606, 0.010, -0.332, 0.107, 0.005, -0.825



(4)
Below is C16H23F3N9O4RuSSe as an isolated structure, with properties calculated with ωB97M-V/def2-TZVPD.

Results
Total charge ... +3
HOMO-LUMO gap (alpha / beta) ... 0.305 / 0.249 hartree
F_max ... 0.7 eV/A
⟨S²⟩ ... 6.02
Spin multiplicity ... 5
Energy relative to the best compared isomer or geometry (same formula, charge and spin) ... 7.3 kJ/mol

Positions of all 58 atoms, in Å:
Ru  0.344  -0.571  -0.819
C  -5.092  -0.589  -1.421
N  -3.764  -0.865  -0.836
C  -3.507  -1.771  0.177
C  -2.176  -1.747  0.398
N  -1.605  -0.809  -0.465
C  -2.622  -0.314  -1.199
H  -5.773  -0.309  -0.622
H  -5.441  -1.483  -1.930
H  -4.990  0.230  -2.126
H  -4.295  -2.349  0.631
H  -1.584  -2.332  1.077
H  -2.540  0.424  -1.979
F  -0.427  -3.565  -1.804
C  0.240  -4.336  -0.927
F  0.798  -5.340  -1.553
F  -0.603  -4.762  -0.002
S  1.544  -3.316  -0.124
O  2.352  -2.795  -1.211
O  2.120  -4.067  0.922
O  0.695  -2.119  0.421
C  0.703  2.086  1.444
N  0.899  0.598  1.430
C  0.046  0.005  2.503
N  0.384  0.623  3.777
C  0.118  2.072  3.757
N  0.972  2.688  2.739
C  2.344  2.378  3.155
N  2.466  0.911  3.207
C  2.291  0.311  1.890
C  1.716  0.270  4.279
H  -0.333  2.286  1.168
H  1.370  2.517  0.697
H  0.218  -1.068  2.546
H  -1.002  0.213  2.291
H  0.330  2.494  4.737
H  -0.935  2.220  3.519
H  2.551  2.796  4.138
H  3.069  2.752  2.433
H  2.445  -0.765  1.948
H  3.011  0.761  1.212
H  1.919  0.729  5.242
H  1.877  -0.805  4.299
Se  1.133  -1.293  -5.092
N  0.799  0.326  -5.685
C  0.440  1.072  -4.642
C  0.057  2.443  -4.647
C  -0.306  3.004  -3.452
C  -0.295  2.245  -2.257
N  0.069  0.975  -2.210
C  0.435  0.387  -3.405
N  0.765  -0.888  -3.383
H  0.052  3.011  -5.569
H  -0.608  4.040  -3.391
H  -0.591  2.707  -1.323
O  2.425  -0.296  -1.028
H  2.789  0.225  -1.758
H  2.705  -1.247  -1.174

Atomic partial charges in e from the Löwdin method, atoms 1 to 6: 1.563, 0.055, -0.078, 0.017, -0.095, -0.122



(5)
Below is a 12-piece molecular cluster, C36H76N4O24 overall in a non-equilibrium geometry, with properties calculated with ωB97M-V/def2-TZVPD.

Results
SMILES ... C[N+](=O)[O-].C[N+](=O)[O-].C[N+](=O)[O-].C[N+](=O)[O-].CCOC(C)=O.CCOC(C)=O.CCOC(C)=O.CCOC(C)=O.CCOC(C)=O.CCOC(C)=O.CCOC(C)=O.CCOC(C)=O
HOMO-LUMO gap ... 0.363 hartree
F_max ... 4.9 eV/A
Energy relative to the best compared isomer or geometry (same formula, charge and spin) ... 69.0 kJ/mol

Positions of all 140 atoms, in Å:
C  3.973  0.461  4.420
N  2.913  0.929  5.326
O  2.211  1.846  4.945
O  2.810  0.362  6.398
H  3.928  0.825  3.410
H  3.964  -0.627  4.456
H  4.912  0.719  4.918
C  4.386  4.539  4.838
N  5.651  3.768  4.924
O  5.761  2.997  5.813
O  6.478  3.962  4.093
H  4.076  4.735  5.859
H  3.723  3.919  4.250
H  4.563  5.505  4.384
C  -0.707  1.370  6.258
N  -0.743  0.886  7.664
O  -1.333  -0.189  7.859
O  -0.212  1.568  8.515
H  -0.087  0.699  5.673
H  -0.254  2.349  6.231
H  -1.691  1.303  5.818
C  4.529  2.644  -0.142
N  4.244  3.388  1.091
O  3.501  4.333  0.997
O  4.673  2.919  2.135
H  5.280  1.909  0.138
H  4.862  3.310  -0.927
H  3.666  2.092  -0.507
C  -1.155  -2.804  -2.894
C  -0.489  -4.153  -2.702
O  -1.464  -5.190  -2.891
C  -1.579  -5.722  -4.119
C  -2.462  -6.943  -4.125
O  -1.010  -5.284  -5.111
H  -1.957  -2.637  -2.163
H  -1.766  -2.757  -3.803
H  -0.402  -2.018  -2.869
H  0.225  -4.256  -3.524
H  0.010  -4.241  -1.744
H  -2.594  -7.187  -5.172
H  -3.394  -6.632  -3.651
H  -2.028  -7.784  -3.599
C  0.439  -2.789  5.558
C  1.613  -3.463  4.893
O  1.271  -3.990  3.612
C  1.235  -3.138  2.619
C  0.502  -3.668  1.439
O  1.792  -2.111  2.632
H  -0.411  -3.436  5.786
H  0.023  -1.977  4.951
H  0.715  -2.331  6.507
H  2.463  -2.791  4.849
H  1.853  -4.336  5.498
H  -0.299  -4.334  1.757
H  1.234  -4.274  0.894
H  0.111  -2.873  0.817
C  -0.882  0.453  -0.864
C  -0.748  0.498  0.649
O  -0.027  1.679  1.016
C  -0.154  2.146  2.269
C  0.755  3.283  2.530
O  -0.946  1.756  3.060
H  -1.424  1.275  -1.345
H  -1.363  -0.484  -1.162
H  0.036  0.424  -1.476
H  -1.775  0.470  1.004
H  -0.270  -0.418  0.999
H  0.248  4.192  2.210
H  1.715  3.221  2.028
H  1.015  3.335  3.580
C  -5.497  0.728  -5.479
C  -4.281  0.927  -4.581
O  -4.578  0.573  -3.215
C  -5.129  1.499  -2.460
C  -5.369  1.068  -1.053
O  -5.334  2.576  -2.837
H  -6.264  1.456  -5.241
H  -5.873  -0.291  -5.356
H  -5.157  0.780  -6.514
H  -3.474  0.265  -4.887
H  -3.964  1.967  -4.690
H  -6.192  0.373  -0.945
H  -5.660  1.996  -0.557
H  -4.433  0.742  -0.625
C  3.999  -2.348  -4.428
C  2.612  -2.202  -3.809
O  2.757  -1.456  -2.568
C  2.793  -2.126  -1.407
C  2.927  -1.220  -0.237
O  2.703  -3.324  -1.313
H  4.516  -3.103  -3.834
H  4.520  -1.399  -4.440
H  3.917  -2.697  -5.458
H  2.071  -1.490  -4.434
H  2.080  -3.133  -3.671
H  1.989  -0.677  -0.082
H  3.692  -0.458  -0.375
H  3.122  -1.822  0.638
C  -0.079  0.697  -4.235
C  -0.211  0.982  -5.708
O  0.031  -0.283  -6.445
C  -0.877  -1.277  -6.559
C  -0.256  -2.535  -7.098
O  -2.061  -1.201  -6.264
H  0.857  0.297  -3.852
H  -0.913  0.050  -3.942
H  -0.242  1.594  -3.620
H  -1.166  1.409  -6.008
H  0.653  1.564  -6.028
H  -0.677  -3.350  -6.504
H  0.818  -2.492  -6.944
H  -0.524  -2.721  -8.132
C  -2.503  -1.632  3.630
C  -3.725  -1.615  2.768
O  -3.849  -2.820  2.030
C  -3.069  -2.976  0.979
C  -3.109  -4.351  0.367
O  -2.419  -2.119  0.508
H  -2.512  -0.685  4.179
H  -1.544  -1.648  3.114
H  -2.547  -2.472  4.321
H  -4.592  -1.453  3.399
H  -3.719  -0.770  2.076
H  -3.486  -5.120  1.036
H  -2.108  -4.565  0.009
H  -3.804  -4.332  -0.476
C  -0.381  4.541  -1.612
C  -0.571  5.930  -0.974
O  0.290  6.010  0.201
C  0.249  7.147  0.896
C  1.182  7.093  2.088
O  -0.370  8.078  0.576
H  -1.133  4.462  -2.409
H  -0.749  3.789  -0.907
H  0.624  4.404  -1.985
H  -0.367  6.722  -1.698
H  -1.603  6.062  -0.636
H  1.928  6.366  1.750
H  0.606  6.756  2.946
H  1.698  8.030  2.238

Atomic partial charges in e from the Löwdin method, atoms 1 to 6: 0.049, -0.414, 0.043, 0.080, 0.079, 0.093



Q: What is the formula in the second record?
A: C4H8O2



Q: Look up the F_max of the second one.
A: 0.7 eV/A